34
Properties=species:S:1:pos:R:3:forces:R:3:lowdin_charge:R:1 method="wB97M-V/def2-TZVPD" total_energy_ev=-53563.9242 multiplicity=5 largest_force_ha_per_bohr=0.048 s_squared=6.02 total_charge=0 e_lumo_ev="0.3 / -3.0" gap_ev="5.8 / 5.9"
Pd 0.744982 -0.405220 -0.351705 -0.3 -1.0 1.0 0.54
Cl -1.240227 -1.998462 -0.354198 -0.1 -0.9 0.1 0.02
Cl 0.247350 2.050953 0.269081 -0.4 -0.1 -0.4 0.21
C 2.384124 -0.270892 -1.553249 1.0 0.9 -1.6 -0.21
H 3.190854 0.314779 -1.070393 -0.7 -0.2 -0.3 0.07
H 2.692971 -1.265454 -1.923635 -0.1 0.4 0.5 0.08
C -1.044719 0.465878 -0.708044 -1.8 1.0 1.0 -0.51
C 1.291779 0.307893 -2.276998 1.8 -1.1 1.1 -0.31
H -1.651897 0.321740 0.221726 0.5 0.7 -1.1 0.00
C 0.699638 -0.599852 -3.324821 0.2 0.8 -0.3 -0.22
H 1.140735 1.388201 -2.243781 -0.1 -0.3 -0.2 0.09
C -0.565975 -0.049882 -3.974460 -0.1 -0.7 -0.3 -0.21
H 1.517058 -0.605996 -4.066193 -0.4 -0.5 -0.1 0.13
H 0.538421 -1.617912 -2.896008 0.2 0.7 -0.5 0.12
C -1.760394 -0.199835 -3.062753 -0.4 0.0 0.5 -0.24
H -0.454038 1.015462 -4.207383 0.2 -0.2 -0.3 0.11
H -0.719897 -0.603894 -4.901203 -0.1 0.1 -0.1 0.11
C -1.719236 0.908603 -2.001865 -0.3 1.2 0.9 -0.27
H -2.736098 -0.221060 -3.564292 0.3 0.5 -0.2 0.12
H -1.750862 -1.146869 -2.528060 0.2 -0.1 -0.2 0.02
H -1.151474 1.801496 -2.388676 -0.5 -0.8 0.4 0.11
H -2.744678 1.293046 -1.785593 0.7 -0.3 0.0 0.12
S 1.928438 -0.946082 1.724298 0.5 -0.2 -0.8 0.76
C 0.953889 -0.401757 2.982046 0.5 1.8 1.1 -0.77
N -0.220797 -1.064896 3.306771 -0.5 -1.1 -0.9 0.01
C -0.921173 -0.761368 4.450748 -0.1 -0.1 0.2 -0.10
C -0.498125 0.260867 5.261267 -0.1 -0.5 -0.5 -0.08
C 0.638541 0.997449 4.890427 -0.3 1.5 1.3 -0.12
C 1.333793 0.710111 3.733514 0.7 -1.8 -1.6 -0.13
H -0.514189 -1.815600 2.667933 0.0 0.6 0.6 0.12
H -1.772064 -1.403059 4.630867 0.0 0.2 0.2 0.11
H -1.048534 0.482797 6.170926 0.1 0.0 -0.2 0.11
H 0.973077 1.825803 5.492676 -0.1 0.1 0.2 0.09
H 2.238721 1.233011 3.381017 -0.6 -0.2 0.5 0.11

5
Properties=species:S:1:pos:R:3:forces:R:3:lowdin_charge:R:1 method="wB97M-V/def2-TZVPD" total_energy_ev=-11380.6313 multiplicity=1 de_lowest_kcal_mol=84.1 largest_force_ha_per_bohr=0.151 total_charge=0 e_lumo_ev="-1.0 / -1.0" gap_ev="7.4 / 7.4"
O -1.274233 -0.028499 -0.025649 1.9 5.3 -5.4 -0.24
P 1.827732 0.001571 0.062954 -1.6 0.9 -0.2 0.49
H -1.992837 -0.272348 0.471569 -3.1 -0.5 1.7 -0.06
H 3.010325 -0.618098 0.215384 1.7 -0.9 0.2 -0.40
H -1.570989 0.917372 -0.724256 1.1 -4.8 3.7 0.21

134
Properties=species:S:1:pos:R:3:forces:R:3:lowdin_charge:R:1 method="wB97M-V/def2-TZVPD" total_energy_ev=-113646.1526 multiplicity=1 de_lowest_kcal_mol=0.0 largest_force_ha_per_bohr=0.009 total_charge=+1 e_lumo_ev=-2.5 gap_ev=7.7
Pt -1.306749 -0.944321 0.208328 0.1 0.0 0.3 1.21
C -1.089872 -1.568997 -4.660986 0.0 0.0 0.0 -0.08
C -1.224794 -1.867311 -3.170340 0.0 0.0 0.0 -0.37
C -1.624270 -3.335762 -2.973000 0.1 0.0 0.0 -0.06
C 0.052536 -1.654217 -2.420011 0.1 -0.1 0.0 -0.26
C 1.357569 -1.894194 -2.854010 0.0 0.1 -0.1 0.04
C 2.155573 -1.852989 -1.730098 0.0 0.0 0.1 -0.19
C 3.655514 -1.986581 -1.763911 0.0 -0.1 0.0 -0.34
C 4.334882 -0.776277 -1.132872 0.0 0.0 0.0 -0.03
C 4.208619 -3.305074 -1.218739 0.0 0.0 0.0 -0.05
N 1.370228 -1.587570 -0.651746 -0.2 -0.1 0.0 0.09
N 0.088415 -1.427342 -1.114372 0.3 0.0 -0.4 -0.09
B 1.524524 -2.141497 0.845473 0.0 0.1 -0.1 -0.45
N 1.595281 -1.118435 1.988294 0.1 -0.1 0.1 0.03
N 0.442779 -0.625685 2.518137 -0.1 -0.1 -0.1 0.11
C 0.756907 -0.067315 3.671756 0.0 0.1 0.0 -0.27
C 2.134444 -0.183577 3.919281 0.0 0.0 0.0 0.04
C 2.637321 -0.869538 2.836234 0.0 0.1 -0.1 -0.22
C 4.081094 -1.206394 2.591199 0.0 0.0 0.0 -0.37
C 4.677552 -2.015031 3.744316 0.0 0.0 0.0 -0.05
C 4.886994 0.084015 2.396661 0.0 0.0 0.0 -0.06
C -0.312854 0.513893 4.549539 0.0 0.0 0.0 -0.37
C 0.231543 1.586807 5.486353 0.0 0.0 0.0 -0.07
C -1.002349 -0.601769 5.340060 0.1 0.0 0.0 -0.06
N 0.317271 -3.137494 1.081930 0.0 0.0 0.1 0.08
N -0.980785 -2.813681 0.801273 0.2 -0.1 0.0 -0.08
C -1.771571 -3.835758 1.130854 -0.1 0.0 0.0 -0.24
C -0.971235 -4.838179 1.671047 0.0 0.0 -0.1 0.05
C 0.332087 -4.364469 1.640263 -0.1 -0.1 0.0 -0.18
C 1.476096 -5.078412 2.313644 0.0 0.0 0.0 -0.33
C 2.770417 -5.283869 1.527280 0.0 0.0 0.0 -0.06
C 1.740268 -4.420979 3.673835 0.0 0.0 0.0 -0.04
C -3.268792 -3.817159 0.960821 0.0 0.0 0.1 -0.36
C -3.719106 -3.654187 -0.489759 -0.1 -0.1 0.1 -0.07
C -3.895461 -5.065849 1.574805 0.0 0.0 0.0 -0.07
H -2.056792 -1.676820 -5.155366 0.0 0.0 0.0 0.09
H -0.406579 -2.281658 -5.128887 0.0 0.0 0.0 0.08
H -0.713982 -0.568091 -4.857782 0.0 0.1 0.0 0.03
H -1.990947 -1.228874 -2.722469 0.0 0.0 0.0 0.09
H -0.895012 -3.985240 -3.461705 0.0 0.0 0.0 0.09
H -2.604667 -3.530483 -3.412152 0.0 0.0 0.0 0.09
H -1.654664 -3.597945 -1.916856 0.1 0.0 -0.1 0.04
H 1.685215 -2.084761 -3.862484 0.0 0.0 0.0 0.12
H 3.887852 -1.974619 -2.832729 0.0 0.0 0.0 0.13
H 4.025165 -0.659854 -0.098925 0.0 0.0 0.1 0.05
H 4.074061 0.142381 -1.659711 0.0 0.0 0.0 0.06
H 5.420253 -0.888169 -1.155323 0.0 0.0 0.0 0.09
H 4.206670 -3.325534 -0.132252 0.0 0.0 0.0 0.04
H 5.240456 -3.428989 -1.550955 0.0 0.0 0.0 0.09
H 3.630758 -4.157743 -1.577104 0.0 0.0 0.0 0.09
H 2.512702 -2.789288 0.849075 0.0 0.0 0.0 0.09
H 2.691651 0.187333 4.764127 0.0 0.0 0.0 0.11
H 4.150840 -1.809567 1.685148 0.0 0.0 0.0 0.10
H 4.642005 -1.443438 4.673770 0.0 0.0 0.0 0.08
H 5.722955 -2.251322 3.537304 0.0 0.0 0.0 0.08
H 4.141401 -2.949770 3.905675 0.0 0.0 0.0 0.06
H 4.875966 0.670541 3.317121 0.0 0.0 0.0 0.08
H 4.470668 0.709729 1.606832 0.0 0.0 0.0 0.07
H 5.926616 -0.142774 2.150867 0.0 0.0 0.0 0.08
H -1.051314 0.977364 3.889211 0.0 0.0 0.0 0.10
H 0.953282 1.161484 6.187202 0.0 0.0 0.0 0.08
H -0.574726 2.027746 6.075604 0.0 0.0 0.0 0.08
H 0.728885 2.384318 4.932392 0.0 0.0 0.0 0.08
H -0.296608 -1.059726 6.037400 0.0 0.0 0.0 0.09
H -1.361248 -1.385445 4.671132 0.0 0.0 0.0 0.06
H -1.845245 -0.215123 5.918257 0.0 0.0 0.0 0.07
H -1.286774 -5.796017 2.046836 0.0 0.0 0.0 0.12
H 1.067379 -6.074488 2.501258 0.0 0.0 0.0 0.13
H 3.425002 -4.417681 1.590269 0.0 0.0 0.0 0.05
H 2.581650 -5.499759 0.474621 0.0 0.0 0.0 0.09
H 3.311074 -6.129459 1.954980 0.0 0.0 0.0 0.09
H 2.029441 -3.375806 3.545662 0.0 0.0 0.0 0.06
H 2.543110 -4.940863 4.200091 0.0 0.0 0.0 0.09
H 0.846853 -4.443131 4.299096 0.0 0.0 0.0 0.09
H -3.642747 -2.955513 1.517588 0.0 0.1 0.0 0.10
H -3.466076 -4.543746 -1.069472 0.0 0.0 0.0 0.09
H -3.255397 -2.790723 -0.960670 -0.1 0.1 0.0 0.04
H -4.802214 -3.525430 -0.527305 0.0 0.0 0.0 0.09
H -3.541642 -5.965709 1.067673 0.0 0.0 0.0 0.09
H -4.979836 -5.030259 1.467786 0.0 0.0 0.0 0.08
H -3.660949 -5.156873 2.636287 0.0 0.0 0.0 0.08
C -4.883780 6.937260 -0.826573 0.0 0.0 0.0 -0.03
C -3.900160 5.804197 -0.767052 0.0 0.0 0.0 -0.26
C -4.276306 4.508482 -1.112791 0.0 0.0 0.0 -0.01
C -3.377337 3.457303 -1.034295 0.0 0.0 0.0 -0.08
C -2.077296 3.711813 -0.622477 0.0 0.0 0.0 -0.32
C -1.674996 4.995794 -0.267459 0.0 0.0 0.0 -0.05
C -2.589869 6.029999 -0.341082 0.0 0.0 0.0 -0.03
S -0.915561 2.410791 -0.404041 0.3 0.2 0.2 0.67
O 0.094356 2.881297 0.489017 0.0 0.0 0.0 -0.23
O -0.350325 1.993583 -1.726155 -0.1 -0.2 -0.1 -0.40
N -1.713496 1.135662 0.059556 -0.5 0.0 0.0 -0.23
C -2.402960 1.133885 1.283790 0.1 0.1 0.0 -0.38
C -2.868244 2.165080 2.089657 0.0 0.0 -0.1 0.01
C -3.567010 1.810001 3.230548 0.0 0.0 0.0 -0.04
C -3.752723 0.474072 3.559458 0.0 0.0 0.0 -0.05
C -3.203563 -0.488644 2.738616 0.1 0.0 0.0 -0.10
N -2.558388 -0.154160 1.623164 -0.2 0.0 0.1 -0.05
H -5.793370 6.648514 -1.349867 0.0 0.0 0.0 0.08
H -4.453419 7.801718 -1.332947 0.0 0.0 0.0 0.09
H -5.160050 7.255366 0.180381 0.0 0.0 0.0 0.09
H -5.292631 4.315644 -1.432839 0.0 0.0 0.0 0.12
H -3.692354 2.448181 -1.262698 0.0 0.0 0.0 0.09
H -0.667282 5.164850 0.087325 0.0 0.0 0.0 0.12
H -2.285750 7.030753 -0.058090 0.0 0.0 0.0 0.13
H -2.684498 3.199641 1.846258 0.0 0.0 0.0 0.11
H -3.953380 2.585537 3.878916 0.0 0.0 0.0 0.12
H -4.280186 0.180574 4.454870 0.0 0.0 0.0 0.12
H -3.246842 -1.538410 2.983921 0.0 -0.1 0.0 0.11
C -1.806489 5.544812 -4.006500 0.0 0.0 0.0 -0.03
C -0.401813 5.008508 -4.143992 0.0 -0.1 0.0 -0.44
C 0.656658 5.987844 -3.693369 0.0 0.0 0.0 -0.03
O -0.240100 3.835243 -3.260614 -0.1 0.0 -0.1 -0.25
P -0.571756 2.333104 -3.562141 0.1 0.1 0.3 0.09
S -1.542233 2.314080 -5.471438 0.2 0.2 -0.4 0.37
S -2.415302 1.565293 -3.690164 -0.2 -0.2 0.3 0.45
O 0.624700 1.373642 -3.775551 0.1 0.0 -0.3 -0.27
C 2.065919 1.679331 -3.844424 -0.1 0.0 0.1 -0.37
C 2.351733 2.514784 -5.071733 0.0 0.0 0.0 -0.02
C 2.542020 2.285956 -2.545102 0.1 0.1 0.0 -0.04
H -1.931013 6.399364 -4.673447 0.0 0.0 0.0 0.10
H -1.983161 5.873856 -2.982641 0.0 0.0 0.0 0.07
H -2.545617 4.794026 -4.276459 0.0 0.0 0.0 0.06
H -0.211068 4.674072 -5.164393 0.0 0.0 0.0 0.11
H 0.479465 6.288626 -2.659944 0.0 0.0 0.0 0.09
H 0.616955 6.876743 -4.323534 0.0 0.0 0.0 0.10
H 1.655410 5.558791 -3.767567 0.0 0.0 0.0 0.08
H 2.483071 0.680533 -3.963506 0.0 0.0 0.0 0.14
H 1.951710 3.524027 -4.964106 0.0 0.0 0.0 0.07
H 1.930842 2.053324 -5.964838 0.0 0.0 0.0 0.09
H 3.430618 2.600659 -5.205686 0.0 0.0 0.0 0.10
H 2.149367 3.294471 -2.404660 0.0 0.0 0.0 0.08
H 3.631816 2.342029 -2.567188 0.0 0.0 0.0 0.10
H 2.241125 1.673089 -1.696777 0.0 0.0 0.0 0.08

22
Properties=species:S:1:pos:R:3:forces:R:3:lowdin_charge:R:1 method="wB97M-V/def2-TZVPD" total_energy_ev=-14514.7339 multiplicity=1 de_lowest_kcal_mol=5.2 largest_force_ha_per_bohr=0.035 total_charge=-1 e_lumo_ev=3.6 gap_ev=8.2
C -1.560078 -2.318721 1.457269 0.5 -0.5 0.3 -0.05
C -1.020424 -1.598729 2.712620 0.1 0.3 -0.1 -0.77
O -0.625060 -2.305785 3.653775 -0.1 0.0 0.0 -0.08
O -0.990634 -0.335795 2.630090 -0.2 0.1 0.2 -0.13
H -1.493208 -3.394786 1.636022 -0.3 0.0 -0.1 0.05
H -0.885808 -2.108163 0.623007 -0.2 0.2 -0.1 0.05
H -2.572308 -2.002275 1.205151 0.0 0.0 0.0 0.06
C 1.614809 0.981060 -2.008861 -0.3 -0.2 1.8 -0.20
C 1.754449 -0.550509 -2.087883 -0.3 0.4 -1.2 -0.11
C 0.596692 1.396208 -0.965331 -0.2 0.1 -1.0 -0.33
C 0.277386 0.839759 0.233429 0.0 -0.1 0.4 -0.07
C -0.974702 2.583388 -0.133230 -0.1 0.6 0.0 -0.24
N -0.206045 2.500631 -1.193280 0.2 -0.1 0.0 0.07
N -0.693082 1.633869 0.767175 -0.5 -0.4 0.3 0.05
H 2.536024 1.392348 -1.594296 0.4 0.2 -0.8 0.10
H 1.324075 1.451992 -2.945252 0.2 -0.1 0.0 0.10
H 2.509535 -0.970007 -1.434188 0.0 0.0 0.2 0.06
H 0.525197 -0.022274 0.824843 0.4 -0.2 -0.2 0.11
H -1.703942 3.362833 0.038480 0.0 -0.1 0.0 0.10
H -1.201799 1.287873 1.583136 0.1 0.0 0.0 0.12
H 2.002333 -0.824721 -3.124752 0.1 -0.1 0.3 0.06
H 0.786590 -0.998195 -1.877924 0.0 -0.2 0.1 0.06

12
Properties=species:S:1:pos:R:3:forces:R:3:lowdin_charge:R:1 method="wB97M-V/def2-TZVPD" total_energy_ev=-9243.5899 multiplicity=1 de_lowest_kcal_mol=107.5 smiles="O=C[N@+]12C=CN1C2" largest_force_ha_per_bohr=0.086 total_charge=+1 e_lumo_ev=-5.3 gap_ev=10.0
C -0.964715 0.377270 -0.965051 3.3 -0.6 -1.0 0.08
C 0.077377 -0.031172 -1.725934 -1.8 0.4 1.5 0.03
C -1.565276 -0.815933 1.274374 -0.6 -1.4 -1.2 -0.05
C 0.984824 -0.015753 0.489447 3.2 -0.3 2.7 -0.04
N -0.394284 -0.325091 0.291324 -3.4 2.5 -1.2 -0.05
N 0.644081 -0.790389 -0.663370 1.8 -3.1 1.1 0.08
O -2.658120 -0.452294 1.039396 1.7 0.2 0.4 0.20
H -1.745777 1.038833 -1.102396 -1.8 0.9 0.4 0.10
H 0.472696 -0.105723 -2.728041 -0.2 0.5 0.0 0.14
H -1.224866 -1.626592 1.920759 0.2 0.3 0.4 0.16
H 1.453223 0.970553 0.489994 -1.0 0.3 -0.7 0.15
H 1.531218 -0.557162 1.407058 -1.7 0.4 -2.2 0.19